1.
The following is a DFT calculation (ωB97M-V with the def2-TZVPD basis set) of a cluster of 6 separate species, CH12O6 in total.

Last column: Mulliken charge in e.
Geometry (Å):
C -2.97917 3.04620 -0.74027  -0.095
O -2.46026 2.05849 -1.18858  -0.377
H -3.50846 3.71808 -1.44504  0.233
H -2.95603 3.28805 0.33554  0.222
O -1.80446 -3.85269 0.47878  -0.636
H -1.51057 -3.08798 -0.03210  0.360
H -2.09079 -4.51226 -0.15832  0.315
O 1.88756 0.26978 -1.48197  -0.646
H 2.51990 0.69656 -2.07170  0.286
H 2.14326 -0.59812 -1.15114  0.365
O 3.63263 1.80590 2.24171  -0.625
H 3.96087 2.43377 2.89229  0.311
H 4.32035 1.13376 2.18050  0.318
O 1.86001 -1.61211 0.66753  -0.667
H 2.31431 -1.54653 1.50915  0.298
H 1.22982 -0.88096 0.57631  0.367
O -1.30887 -1.01063 -0.41580  -0.654
H -1.52304 -0.17644 -0.85459  0.309
H -1.70752 -0.88019 0.45686  0.316

Summary:
- Relative energy (zero: lowest compared OMol25 entry of this formula, charge and spin): 23.6 kcal per mole
- Net charge: 0
- HOMO-LUMO gap: 11.22 eV
- Highest occupied orbital energy: -10.62 eV

2.
The following is a DFT calculation (ωB97M-V with the def2-TZVPD basis set) of a cluster of 2 separate species, C10H20 in total in a non-equilibrium geometry.

Last column: Mulliken charge in e.
Geometry (Å):
C 2.49152 1.33793 -0.38458  -0.035
C 2.50038 0.04310 -1.23198  -0.801
C 3.24992 -1.10954 -0.44325  -0.416
C 2.80968 -0.74028 0.89476  -0.658
C 2.64684 0.83390 0.90013  -0.648
H 3.15163 2.10228 -0.87985  0.375
H 1.32619 1.56043 -0.46088  -0.127
H 2.89306 0.01570 -2.25796  0.428
H 1.54993 -0.36075 -1.61043  0.208
H 4.37359 -1.03443 -0.43130  0.267
H 2.68017 -2.09418 -0.81290  0.248
H 3.45760 -1.07095 1.63840  0.452
H 1.85108 -1.17426 1.36546  0.169
H 3.48428 1.21775 1.47546  0.289
H 1.71661 0.90024 1.45426  0.255
C -2.27010 -0.26986 1.19540  -0.298
C -2.54613 1.12124 0.65435  -0.929
C -2.81967 0.94673 -0.86764  -0.304
C -3.25837 -0.56766 -0.84305  -0.540
C -2.52858 -1.25397 0.15131  -0.721
H -1.27663 -0.33054 1.82180  0.234
H -3.09903 -0.25966 1.95584  0.184
H -1.81867 1.92780 0.59406  0.387
H -3.31559 1.53940 1.19864  0.375
H -1.70253 1.03013 -1.14369  0.094
H -3.57695 1.53133 -1.49461  0.327
H -3.00859 -1.07426 -1.84799  0.262
H -4.28817 -0.85070 -0.60650  0.265
H -1.64309 -1.79472 -0.28987  0.245
H -3.03036 -2.12221 0.30660  0.413

Summary:
- Relative energy (zero: lowest compared OMol25 entry of this formula, charge and spin): 102.8 kcal per mole
- Net charge: 0
- HOMO-LUMO gap: 11.17 eV
- Highest occupied orbital energy: -10.32 eV

3.
The following is a DFT calculation (ωB97M-V with the def2-TZVPD basis set) of a structure of composition C40H52AgAsF6N4O20 in a non-equilibrium geometry.

Last column: Mulliken charge in e.
Geometry (Å):
Ag 0.38296 -2.57854 3.88274  0.856
As 1.03942 -0.28452 1.41844  2.165
F 1.71328 -1.96684 1.62250  -0.291
F -0.36429 -0.69694 2.36627  -0.314
F 0.62177 1.44020 1.18805  -0.516
F 2.64772 -0.06239 0.55443  -0.507
F 0.17985 -0.63065 -0.13884  -0.191
F 1.89518 0.22722 2.94016  -0.543
C -2.53660 1.70556 0.18717  -0.531
C -2.87539 1.34471 1.48902  0.567
C -4.06471 1.76835 2.03631  -0.170
C -4.89930 2.54232 1.27034  -0.033
C -4.67461 2.77723 -0.09769  -1.178
C -3.45575 2.33375 -0.62665  -0.619
N -6.15877 3.12649 2.00891  0.990
O -7.08546 3.53984 1.30286  -0.598
O -6.19936 3.00992 3.22925  -0.572
H -1.54310 1.56467 -0.21219  0.472
H -2.08078 0.85243 2.03001  -0.047
H -4.38202 1.50293 3.03394  0.476
H -5.37945 3.18351 -0.80800  0.541
H -3.16190 2.50840 -1.65113  0.649
C 1.59643 -3.09722 -4.30167  -0.597
C 1.13073 -3.13953 -5.56900  -0.660
C 0.31253 -2.11095 -6.00447  -0.525
C -0.20776 -1.22003 -5.03343  -0.927
C 0.38471 -1.09962 -3.74525  -0.054
C 1.23942 -2.10574 -3.41587  -0.293
N -1.25490 -0.20733 -5.41852  1.170
O -1.73514 -0.28904 -6.51990  -0.648
O -1.39839 0.71040 -4.58727  -0.568
H 2.17304 -3.95542 -3.98953  0.410
H 1.33886 -4.02657 -6.14887  0.437
H -0.07414 -2.13268 -7.01264  0.546
H 0.10682 -0.36425 -3.00471  1.227
H 1.80231 -2.09881 -2.49418  0.293
C -3.50069 2.26655 5.42607  -0.332
C -4.41909 1.31890 5.89008  -0.375
C -4.07446 0.04701 6.17703  -0.668
C -2.87248 -0.46299 5.67049  0.253
C -1.93328 0.41897 5.22682  -0.364
C -2.23038 1.79284 5.13998  -0.493
N -2.60385 -1.95375 5.62156  0.722
O -1.60586 -2.34202 4.98340  -0.519
O -3.44006 -2.69898 6.19574  -0.513
H -3.74430 3.31142 5.54978  0.473
H -5.39058 1.68047 6.19319  0.446
H -4.71931 -0.69064 6.63138  0.436
H -1.04404 -0.00535 4.78454  0.447
H -1.49185 2.56417 4.97867  0.378
C -0.36990 5.79096 -0.56179  -0.546
C -0.03781 4.93726 0.47666  -0.217
C -0.71854 5.05781 1.66875  -0.333
C -1.83664 5.93050 1.76611  0.149
C -2.13688 6.83495 0.68926  -0.671
C -1.39951 6.69178 -0.44580  -0.286
N -2.67950 5.85260 2.92014  1.022
O -2.30296 5.22309 3.91493  -0.604
O -3.87914 6.25745 2.79107  -0.563
H 0.17927 5.65971 -1.48244  0.423
H 0.77180 4.23020 0.37180  0.368
H -0.40334 4.48059 2.52541  0.468
H -2.90983 7.57400 0.53841  0.386
H -1.66638 7.32037 -1.28248  0.385
C -2.45190 -1.97926 -1.05147  -0.153
C -3.84643 -1.88412 -1.79401  -0.592
O -4.19109 -0.58362 -2.17666  -0.247
C -4.28975 -0.26983 -3.39360  0.929
O -4.06515 -0.97054 -4.37471  -0.665
O -4.66335 1.00307 -3.46931  -0.256
C -4.87145 1.52511 -4.82405  -0.844
H -1.66647 -1.78423 -1.78165  -0.093
H -2.43462 -2.99051 -0.64504  0.417
H -2.22272 -1.23519 -0.28863  -0.214
H -4.59376 -2.29852 -1.11735  0.352
H -3.82754 -2.63370 -2.58512  0.390
H -5.53568 2.38884 -4.79489  0.317
H -5.49956 0.81041 -5.35582  0.340
H -4.09495 1.72248 -5.56310  0.286
C 4.18978 -5.59350 0.56769  -1.252
C 3.29639 -4.39898 0.26119  0.159
O 3.84356 -3.37506 -0.57389  0.020
C 4.54380 -3.50684 -1.70235  0.456
O 4.56982 -4.59244 -2.35199  -0.633
O 5.03945 -2.25593 -2.19757  -0.408
C 4.82872 -1.00648 -1.49034  0.398
H 4.29623 -6.41099 -0.14540  0.309
H 3.63127 -6.10456 1.35190  0.409
H 5.18559 -5.27787 0.87887  0.315
H 3.05828 -3.64818 1.01465  -0.220
H 2.40163 -4.70776 -0.27933  0.296
H 3.78247 -0.70097 -1.50089  -0.331
H 5.37239 -0.25987 -2.06920  0.301
H 5.18703 -1.07197 -0.46300  0.038
C 2.30390 2.58734 -1.76845  -1.677
C 2.86134 1.43904 -2.71559  0.892
O 2.71363 1.81936 -4.09470  -0.325
C 3.02267 0.91993 -5.03676  0.884
O 3.50408 -0.16592 -4.91526  -0.535
O 2.96558 1.49102 -6.22429  -0.433
C 2.77708 0.67412 -7.36134  -0.644
H 1.23072 2.77289 -1.81259  0.343
H 2.72651 3.59139 -1.80550  0.495
H 2.53241 2.27520 -0.74940  0.327
H 2.30963 0.55409 -2.39847  -0.494
H 3.94190 1.38111 -2.58463  0.293
H 3.23097 -0.31688 -7.36077  0.308
H 3.05923 1.12144 -8.31444  0.295
H 1.69592 0.58053 -7.46349  0.229
C 5.68599 -1.17352 2.85272  -1.232
C 4.35587 -1.84176 3.42972  0.770
O 4.54733 -3.04821 4.12929  -0.304
C 3.51041 -3.56583 4.80431  0.754
O 2.37024 -3.10381 4.91075  -0.677
O 3.82508 -4.86493 5.10447  -0.330
C 3.01329 -5.70951 5.93516  -0.642
H 5.74833 -0.08608 2.89379  0.308
H 5.90539 -1.59145 1.87022  0.159
H 6.46696 -1.64993 3.44535  0.430
H 3.87379 -2.22342 2.52971  -0.499
H 3.74141 -1.14701 4.00231  0.366
H 3.32527 -6.74533 5.80163  0.236
H 1.95757 -5.57238 5.70116  0.290
H 3.25190 -5.46903 6.97118  0.300

Summary:
- Relative energy (zero: lowest compared OMol25 entry of this formula, charge and spin): 32.2 kcal per mole
- Net charge: 0
- HOMO-LUMO gap: 7.76 eV
- Highest occupied orbital energy: -9.58 eV

4.
The following is a DFT calculation (ωB97M-V with the def2-TZVPD basis set) of a cluster of 2 separate species, C5H12O2 in total.

Last column: Mulliken charge in e.
Geometry (Å):
C 0.35695 1.70212 0.96224  -1.094
C -0.21772 1.48671 -0.21482  -0.179
C -1.37306 0.54830 -0.44505  0.418
C -1.23950 -0.20781 -1.76303  -1.229
O -1.41625 -0.35059 0.66537  -0.583
H 0.01208 1.20005 1.86266  0.340
H 1.21139 2.36522 1.06434  0.323
H 0.15662 2.00320 -1.09785  0.313
H -2.30923 1.13273 -0.45983  0.320
H -0.35003 -0.84614 -1.73727  0.321
H -2.12241 -0.83296 -1.94603  0.381
H -1.15323 0.48801 -2.60431  0.345
H -2.14988 -0.96263 0.52593  0.282
C 2.09926 -1.26862 0.97851  -0.459
O 1.05201 -1.68682 0.13408  -0.490
H 2.05645 -1.74466 1.97181  0.251
H 3.04212 -1.55679 0.50451  0.244
H 2.11261 -0.17775 1.12451  0.144
H 0.23180 -1.29158 0.47423  0.353

Summary:
- Relative energy (zero: lowest compared OMol25 entry of this formula, charge and spin): 39.2 kcal per mole
- Net charge: 0
- HOMO-LUMO gap: 10.55 eV
- Highest occupied orbital energy: -9.81 eV

5.
The following is a DFT calculation (ωB97M-V with the def2-TZVPD basis set) of the molecule C5H8O2 in a non-equilibrium geometry.

Last column: Mulliken charge in e.
Geometry (Å):
O -0.36582 0.34120 2.46702  -0.461
C -0.17741 1.01953 1.50255  -0.055
C 0.95884 0.77407 0.52712  -0.486
C 0.57472 0.90520 -0.95590  -0.667
C 0.48409 -0.37322 -1.76664  -0.731
C -0.67693 -1.31563 -1.34654  0.065
O -0.93432 -1.54407 -0.20587  -0.427
H -0.80452 1.91552 1.33712  0.367
H 1.12738 -0.28090 0.77026  0.264
H 1.82831 1.39320 0.73198  0.417
H 1.22888 1.63330 -1.44205  0.377
H -0.43289 1.34442 -1.10056  0.338
H 1.46956 -0.84681 -1.75926  0.342
H 0.17249 -0.14324 -2.78979  0.326
H -1.30898 -1.67033 -2.18476  0.330

Summary:
- Relative energy (zero: lowest compared OMol25 entry of this formula, charge and spin): 32.3 kcal per mole
- Net charge: 0
- HOMO-LUMO gap: 10.47 eV
- Highest occupied orbital energy: -9.67 eV

6.
The following is a DFT calculation (ωB97M-V with the def2-TZVPD basis set) of a structure of composition C21H23FN4O6SSeV in a non-equilibrium geometry.

Last column: Mulliken spin population.
Geometry (Å):
V 0.01093 -0.08747 0.58187  1.342
O -2.53324 5.96142 2.75028  -0.008
C -1.47703 5.45845 3.18543  -0.002
O -0.67080 5.90549 4.03133  -0.006
C -1.09138 4.08586 2.57303  -0.085
C 0.12204 3.47817 2.89479  0.043
C 0.47244 2.27148 2.32425  -0.090
N -0.32729 1.60906 1.46096  -0.064
C -1.52322 2.18185 1.17304  -0.112
C -1.91962 3.40525 1.69112  0.035
C -2.38727 1.34006 0.29342  -0.013
O -3.44882 1.76251 -0.15983  -0.027
O -1.90355 0.15526 0.06069  0.004
H 0.77785 3.97765 3.59544  0.002
H 1.41844 1.79650 2.55270  -0.024
H -2.87536 3.82261 1.40715  0.002
O 0.06621 0.88266 -1.74279  -0.003
S -0.99738 -0.03372 -2.28088  0.001
C -2.31755 1.03513 -2.98861  0.000
C -2.03873 1.23653 -4.46828  0.001
C -1.48706 -0.09462 -4.96874  0.000
C -0.38762 -0.45923 -3.98648  0.000
H -2.33456 1.94684 -2.39817  0.000
H -3.25088 0.49953 -2.81195  0.000
H -1.28028 2.01440 -4.59427  0.000
H -2.93632 1.54412 -5.01020  0.000
H -1.11510 -0.02624 -5.99445  0.000
H -2.27413 -0.85453 -4.94301  0.000
H 0.51158 0.13927 -4.13714  -0.001
H -0.12421 -1.51364 -3.99475  0.001
C 2.90903 1.60175 -1.03765  0.001
N 3.36626 0.23849 -0.80876  0.003
C 2.98106 -0.46096 0.29426  0.001
N 3.49844 -1.72623 0.39456  -0.001
O 2.31593 0.03098 1.21860  0.003
H 3.74916 2.22327 -1.35335  -0.001
H 2.51178 1.98931 -0.10211  -0.002
H 2.11561 1.64212 -1.78114  0.003
H 3.58759 -0.30864 -1.62695  -0.001
H 3.66179 -2.20872 -0.48126  0.000
H 2.97978 -2.29546 1.04927  0.000
Se 1.98142 -3.08640 -2.56286  0.017
C 1.04410 -2.24923 -1.30258  0.061
N 0.50273 -1.66608 -0.44489  -0.056
F 0.60406 -6.52288 1.98282  0.000
C 0.36389 -5.17513 2.08792  -0.011
C 1.36997 -4.34313 2.53020  0.005
C 1.10588 -2.98728 2.66431  -0.008
C -0.15051 -2.43346 2.35268  -0.021
C -0.40531 -0.99943 2.46368  0.024
C -1.13522 -3.33011 1.89547  -0.005
C -0.88477 -4.68473 1.76044  0.004
H 2.34037 -4.76070 2.77293  0.000
H 1.88165 -2.31656 3.02018  -0.003
H 0.23612 -0.53138 3.21546  -0.003
H -1.45435 -0.77872 2.67478  -0.005
H -2.10506 -2.93356 1.61792  -0.002
H -1.64949 -5.36779 1.41016  0.000

Summary:
- Multiplicity: 2
- Net charge: -2
- HOMO-LUMO gap (spin up / spin down): 5.24 / 3.37 eV
- Highest occupied orbital energy (spin up / spin down): -1.41 / 0.46 eV

Question: Among the records above, which one has the lowest net charge?
Answer: C21H23FN4O6SSeV

Question: Among the records above, which one has the lowest net charge?
Answer: C21H23FN4O6SSeV